Entry 1:
Here is a molecular structure, C31H42Br66IO2P at a distorted geometry from OMol25. Energies are from ωB97M-V/def2-TZVPD.

```
143
Properties=species:S:1:pos:R:3
I 1.43 3.28 -0.61
Br -4.99 3.57 8.36
Br -6.40 -2.34 -2.51
Br -7.08 5.94 -8.79
Br 7.51 3.41 -1.87
Br 11.72 -0.02 3.33
Br 5.98 3.41 1.14
Br 9.80 6.76 -5.55
Br -0.85 0.54 10.66
Br -6.39 0.96 7.12
Br 0.13 -5.64 -4.52
Br 2.25 0.88 7.47
Br -5.80 5.77 -5.20
Br -8.73 3.43 -9.92
Br 12.23 -0.36 0.18
Br -11.30 -3.68 -2.51
Br -1.85 -3.26 -5.38
Br -5.76 0.81 -2.46
Br -13.05 -1.82 2.10
Br 7.39 -0.88 1.67
Br -4.86 -6.02 -3.21
Br 14.56 -5.60 0.26
Br -12.32 1.19 2.94
Br -6.59 2.78 -6.05
Br -15.57 -3.72 0.70
Br 6.66 3.31 -4.97
Br 11.84 -3.54 -1.91
Br 11.34 -6.60 -2.74
Br 5.01 9.65 -3.22
Br -2.24 1.31 6.74
Br 9.86 1.53 1.22
Br -7.04 -5.72 -0.87
Br 6.41 6.86 -3.99
Br 9.56 -4.27 -4.05
Br -4.67 -1.01 -4.87
Br -2.53 -6.28 -6.20
Br -9.97 5.26 -7.59
Br 13.14 -3.93 2.59
Br 2.09 7.22 2.74
Br 16.01 -3.02 1.49
Br 3.22 7.19 -4.23
Br 1.84 -2.30 7.34
Br 4.29 1.92 3.41
Br 4.70 5.10 3.55
Br 3.45 7.35 -0.17
Br 4.42 3.51 -2.66
Br 3.56 -0.81 5.08
Br 6.95 -3.96 0.89
Br 0.46 -7.64 2.70
Br -2.28 1.72 13.28
Br 10.97 7.98 -2.82
Br -10.39 -1.22 3.81
Br -9.71 -1.12 -1.39
Br 1.82 -4.87 1.78
Br 8.80 -2.08 -0.95
Br -3.94 3.31 -4.32
Br -3.91 -5.86 -0.15
Br -2.69 -1.36 12.49
Br -4.78 0.76 9.89
Br 9.03 9.75 -4.66
Br -0.95 -0.38 4.34
Br -16.70 -1.92 3.11
Br -17.24 -5.08 3.08
Br 0.32 7.99 0.17
Br -2.65 -1.87 6.61
Br -9.60 -3.89 0.20
Br 0.20 -6.64 -0.34
P -0.51 1.67 -0.86
O -2.56 -2.32 -1.23
O -0.93 -2.85 0.38
C -11.63 -0.55 2.47
C 0.35 -6.11 1.51
C 8.17 -2.45 0.85
C -5.14 4.01 -5.67
C 4.94 8.08 -4.35
C 11.63 0.83 1.59
C -10.67 -2.74 -0.94
C 1.83 6.97 0.83
C 4.52 3.55 2.40
C 10.38 8.36 -4.63
C 3.77 -1.25 0.26
C -1.12 -4.99 -5.85
C -0.45 -3.56 -1.92
C 1.40 -0.57 -0.65
C -2.51 -0.21 0.21
C 6.18 2.84 -3.15
C -2.13 0.67 -1.10
C -6.08 -0.75 -3.57
C -16.98 -3.49 2.01
C -5.30 -6.43 -1.37
C 2.08 -0.67 6.32
C 2.89 -0.04 -0.35
C -2.42 -0.24 5.59
C 0.58 0.35 -1.67
C -8.84 5.21 -9.16
C 11.29 -4.75 -3.32
C -5.86 1.88 8.74
C 14.32 -3.86 1.06
C -3.25 -1.59 -0.19
C -1.34 -2.85 -0.79
C -1.49 0.16 12.46
H 5.05 8.42 -5.37
H 6.13 1.75 -3.10
H -11.06 -0.43 1.55
H -3.33 -0.10 5.01
H 3.40 0.26 -1.33
H 0.18 -4.39 -1.51
H 1.60 5.92 0.68
H -7.00 -0.55 -4.13
H 12.01 -4.66 -4.13
H 11.25 8.75 -5.17
H -17.91 -3.32 1.46
H 0.83 -0.82 0.31
H -4.25 -1.27 -0.64
H 1.18 -0.53 5.73
H -11.54 -2.45 -0.37
H 0.15 -2.74 -2.45
H -6.77 2.11 9.29
H -3.29 0.36 0.82
H -2.98 1.43 -1.20
H 2.91 0.80 0.40
H -3.46 -2.18 0.75
H 4.43 -1.73 -0.54
H 12.31 1.67 1.61
H 3.02 -2.05 0.59
H -1.20 -3.94 -2.69
H 9.04 -2.72 1.44
H -0.69 1.58 0.55
H -9.30 5.85 -9.91
H -2.15 0.05 -2.06
H 13.83 -3.23 0.31
H 1.28 0.90 -2.39
H -4.56 4.12 -6.58
H -5.37 -7.52 -1.29
H -0.57 -4.86 -6.78
H -1.14 2.72 -1.62
H 1.55 -1.58 -1.18
H -0.56 -5.57 1.77
H -0.02 -0.36 -2.34
H 3.61 3.70 1.81
H -1.61 -0.41 0.87
H -0.62 -0.11 13.05
H 4.39 -0.92 1.15
```

Values from the calculation:
E_HOMO ... -8.7 eV
Max |F| ... 3.446 eV/Å
2S+1 ... 1
Molecular weight ... 5878.2 g mol⁻¹
HOMO-LUMO gap ... 8.235 eV
E_tot ... -4677107.653 eV

***

Entry 2:
Here is a gas-phase ion, C10H17N2O2 (charge +1) at a distorted geometry from OMol25. Energies are from ωB97M-V/def2-TZVPD.

```
31
Properties=species:S:1:pos:R:3
O 0.61 -2.00 0.01
O 1.03 0.19 0.21
N -2.15 -1.06 0.39
N -1.09 -0.35 -0.15
C 3.16 -0.55 1.19
C -2.87 0.88 -0.39
C 0.40 -0.85 0.03
C -3.80 2.06 -0.60
C -2.18 -2.46 0.76
C 2.83 -0.28 -1.34
C 2.52 0.23 0.06
C -3.19 -0.27 0.31
C 2.77 1.76 0.25
C -1.50 0.85 -0.63
H -4.41 1.99 -1.56
H 2.37 2.04 1.15
H 2.43 2.28 -0.57
H -3.16 -2.82 0.86
H 2.76 -1.59 1.20
H 2.35 0.32 -2.07
H 3.85 -0.19 -1.45
H -1.70 -2.99 0.02
H -4.20 -0.71 0.51
H 2.77 -0.13 2.14
H -3.11 2.84 -0.79
H -4.43 2.10 0.34
H -1.60 -2.69 1.73
H 2.33 -1.20 -1.53
H 4.18 -0.56 1.02
H -0.93 1.30 -1.36
H 3.95 1.84 0.28
```

Values from the calculation:
SMILES string ... Cc1cn(C(=O)OC(C)(C)C)[n+](C)c1
E_HOMO ... -13.7 eV
Max |F| ... 5.761 eV/Å
2S+1 ... 1
Net charge ... +1
Energy above the lowest of the compared OMol25 structures with the same formula, charge and spin ... 51.7 kcal/mol
Molecular weight ... 197.3 g mol⁻¹
HOMO-LUMO gap ... 10.157 eV
E_tot ... -17712.792 eV

***

Entry 3:
Here is a gas-phase ion, C24H18Cl2NO2 (charge +1) at a distorted geometry from OMol25. Energies are from ωB97M-V/def2-TZVPD.

```
47
Properties=species:S:1:pos:R:3
Cl 4.66 3.54 -1.63
Cl -7.94 3.11 -0.20
O 5.49 -0.93 0.47
O 6.01 -3.11 0.51
N -0.37 -2.96 1.43
C -3.95 1.01 -0.42
C 1.89 0.68 -1.75
C 5.15 -2.26 0.58
C -2.68 0.32 -0.46
C 1.21 2.26 -0.05
C 2.79 -1.41 0.77
C -5.14 0.28 -0.46
C -0.14 0.10 -0.31
C 3.23 2.64 -1.32
C 0.26 -0.74 0.89
C 2.99 1.47 -2.06
C 3.27 -3.78 1.00
C -0.79 -1.67 1.41
C 3.69 -2.47 0.79
C -5.23 3.07 -0.33
C -6.42 2.32 -0.33
C 1.92 -4.06 1.19
C 1.00 1.07 -0.76
C -4.00 2.42 -0.39
C 1.03 -3.00 1.08
C 2.33 3.05 -0.33
C -6.37 0.92 -0.41
C 1.44 -1.69 0.89
C -1.47 0.90 -0.35
H -0.21 -0.82 -0.90
H 2.53 3.97 0.22
H 4.03 -4.56 0.99
H -5.30 4.16 -0.27
H -1.39 1.98 -0.17
H -7.29 0.35 -0.40
H -5.09 -0.80 -0.56
H 0.45 0.15 1.59
H 3.66 1.17 -2.85
H 1.66 -0.22 -2.31
H 0.48 2.64 0.66
H 3.10 -0.38 0.64
H 6.47 -0.85 0.35
H 1.61 -5.07 1.43
H -0.95 -3.73 1.73
H -1.83 -1.38 1.50
H -2.68 -0.76 -0.62
H -3.10 3.03 -0.46
```

Values from the calculation:
SMILES string ... O=C(O)c1ccc2c(c1)[C@@H]([C@@H](/C=C/c1ccc(Cl)cc1)c1ccc(Cl)cc1)C=[NH+]2
E_HOMO ... -11.0 eV
Max |F| ... 4.769 eV/Å
2S+1 ... 1
Net charge ... +1
Molecular weight ... 423.3 g mol⁻¹
HOMO-LUMO gap ... 5.911 eV
E_tot ... -55802.982 eV

***

Entry 4:
Here is 5 unconnected molecules or ions with the total composition C17H23Cl16N2O2 at a distorted geometry from OMol25. Energies are from ωB97M-V/def2-TZVPD.

```
60
Properties=species:S:1:pos:R:3
Cl -3.53 -6.93 -4.25
Cl -0.93 1.72 -3.65
Cl 0.65 3.17 -5.58
Cl 1.07 0.34 -5.23
Cl 0.28 4.38 2.21
Cl -1.35 1.30 -6.47
Cl 0.10 7.23 2.67
Cl -5.45 1.93 4.20
Cl -3.37 -4.43 -2.82
Cl -4.14 4.41 4.88
Cl -1.73 -4.88 -5.16
Cl -4.15 2.23 6.76
Cl 0.70 6.23 0.03
Cl -2.57 2.06 4.35
Cl -1.17 -6.30 -2.72
Cl 2.66 6.01 2.13
O -0.39 2.75 -0.76
O -1.46 2.97 0.13
N -0.89 -1.84 -3.40
N -0.61 1.19 1.50
C 0.75 1.24 3.46
C -4.09 2.66 5.06
C -2.45 -5.64 -3.74
C 4.40 -1.71 0.35
C 0.10 0.14 0.98
C 0.16 -2.85 -1.33
C 1.17 -0.38 1.73
C -1.77 1.79 0.79
C -0.25 -0.44 -0.37
C -0.59 -1.95 -0.33
C -0.27 1.73 2.69
C -0.14 1.63 -5.24
C 0.94 5.98 1.76
C 0.34 -2.30 -2.75
C 2.02 -1.54 1.23
C 3.52 -1.39 1.57
C 1.48 0.16 2.97
H -0.42 -2.37 0.66
H -1.65 -2.10 -0.52
H -1.69 -2.23 -2.92
H 0.61 -0.24 -1.01
H -1.08 0.07 -0.84
H 2.31 -0.25 3.52
H 1.95 -1.54 0.15
H 4.04 -2.57 -0.21
H -0.83 2.57 3.07
H 1.14 -3.16 -0.96
H 0.76 -3.11 -3.36
H -2.48 2.07 1.57
H 1.10 -1.51 -2.77
H 1.02 1.66 4.42
H 5.42 -1.88 0.70
H 1.63 -2.46 1.67
H -2.27 1.06 0.17
H 3.81 -2.03 2.40
H -0.42 -3.77 -1.43
H 4.46 -0.82 -0.28
H 0.40 3.08 -0.31
H -0.89 -0.82 -3.35
H 3.77 -0.37 1.88
```

Values from the calculation:
E_HOMO ... -11.5 eV
Max |F| ... 1.081 eV/Å
2S+1 ... 1
Net charge ... +1
Molecular weight ... 854.6 g mol⁻¹
HOMO-LUMO gap ... 7.532 eV
E_tot ... -225425.526 eV

***

Entry 5:
Here is a gas-phase ion, C3H8N3 (charge +1) from OMol25. Energies are from ωB97M-V/def2-TZVPD.

```
14
Properties=species:S:1:pos:R:3
N 0.46 -1.36 -1.25
N 0.84 -1.37 1.03
N 0.11 0.54 -0.02
C -0.60 1.42 0.86
C -0.85 1.42 -0.61
C 0.45 -0.74 -0.08
H 0.86 -2.28 -1.35
H 0.87 -0.88 1.91
H 1.24 -2.29 0.99
H -0.02 2.21 1.30
H -1.77 1.00 -0.99
H -0.43 2.22 -1.21
H 0.19 -0.87 -2.09
H -1.35 0.99 1.51
```

Values from the calculation:
SMILES string ... NC(=[NH2+])N1CC1
E_HOMO ... -14.8 eV
Max |F| ... 0.708 eV/Å
2S+1 ... 1
Net charge ... +1
Energy above the lowest of the compared OMol25 structures with the same formula, charge and spin ... 22.1 kcal/mol
Molecular weight ... 86.1 g mol⁻¹
HOMO-LUMO gap ... 11.812 eV
E_tot ... -7704.320 eV

***

Entry 6:
Here is a molecular structure, C42H48BrCsN5O10P3S2 at a distorted geometry from OMol25. Energies are from ωB97M-V/def2-TZVPD.

```
112
Properties=species:S:1:pos:R:3
Cs -6.02 1.81 22.79
Br -9.82 -4.27 27.38
S -6.00 5.11 26.62
S -5.33 -1.39 19.06
P -5.42 5.23 21.69
P -9.46 2.60 19.56
P -4.31 5.57 24.54
O -3.61 0.39 23.19
O -9.61 0.64 23.20
O -8.32 3.35 20.20
O -7.92 0.61 24.73
O 0.14 -1.34 21.35
O -5.77 3.86 27.39
O -5.81 -0.42 17.99
O -8.41 6.20 24.32
O -3.53 0.51 20.91
O 1.74 -0.02 22.33
N 0.34 2.04 22.33
N -4.13 5.15 23.01
N -12.01 -1.30 25.71
N -1.75 2.71 22.51
N -5.71 4.84 25.08
C -5.73 8.96 19.04
C -3.09 0.68 22.06
C -4.68 7.98 20.98
C -3.93 3.18 18.55
C -1.31 2.96 26.87
C -3.27 8.08 25.15
C -9.31 -1.82 25.82
C -6.51 7.83 18.89
C -3.06 5.35 20.06
C -4.62 3.53 19.73
C -4.31 9.62 26.70
C -10.17 -2.66 26.46
C -4.23 4.63 20.47
C -9.50 3.04 17.79
C -9.79 -0.75 25.00
C -5.65 7.97 25.55
C -3.41 3.20 25.68
C -9.02 0.27 24.27
C -5.55 6.88 20.90
C -11.53 -2.26 26.48
C -3.07 4.52 25.35
C -6.53 -2.77 19.07
C -11.02 3.25 20.18
C -2.53 2.43 26.46
C 0.43 -0.32 21.93
C 0.05 4.46 22.49
C -2.83 3.92 18.11
C -4.48 7.35 24.98
C -1.74 1.34 22.28
C -2.34 4.94 18.93
C -3.76 -2.09 18.34
C -0.49 3.07 22.51
C -3.21 9.23 25.92
C -0.95 4.24 26.46
C -1.82 5.05 25.70
C -9.75 0.82 19.66
C -11.18 -0.59 24.98
C -6.45 6.80 19.82
C -5.50 8.92 26.57
C -0.40 0.87 22.16
C -9.83 5.98 24.31
C -4.78 9.02 20.05
H -11.92 3.16 19.57
H -6.85 -2.91 20.09
H -10.78 4.29 20.40
H -6.34 9.15 27.19
H -9.77 0.42 20.69
H -12.26 -2.84 27.09
H -10.33 6.18 25.26
H -10.73 0.60 19.23
H -6.01 -3.67 18.72
H 0.06 4.64 26.62
H -1.52 6.05 25.39
H -10.16 4.94 24.12
H -3.31 -1.21 17.82
H -8.96 0.33 19.10
H -0.71 5.14 22.86
H -8.25 -1.93 25.95
H -2.30 9.79 25.95
H -7.95 5.33 24.44
H -4.35 2.35 17.97
H -4.17 9.92 20.20
H -1.42 5.47 18.68
H -3.99 8.06 21.82
H -9.88 4.05 17.67
H -3.87 -2.95 17.71
H -10.04 2.36 17.09
H -4.37 2.82 25.36
H -7.17 7.67 18.05
H -5.84 9.85 18.39
H -2.35 7.73 24.65
H -11.64 0.18 24.33
H -2.77 6.27 20.63
H -6.62 7.77 25.15
H 0.28 4.76 21.47
H -7.39 -2.52 18.47
H -2.40 3.75 17.11
H -10.26 6.58 23.51
H -3.16 5.15 22.68
H -0.57 2.38 27.39
H 2.00 -0.50 23.11
H -4.21 10.44 27.47
H -7.04 5.89 19.68
H -3.17 -2.31 19.22
H -2.90 1.45 26.78
H -11.19 2.78 21.16
H 1.36 2.16 22.28
H -5.54 3.02 20.07
H -8.44 3.09 17.50
H 0.90 4.50 23.16
```

Values from the calculation:
E_HOMO (alpha / beta) ... -1.4 / 0.6 eV
Max |F| ... 5.490 eV/Å
2S+1 ... 1
Net charge ... -2
Energy above the lowest of the compared OMol25 structures with the same formula, charge and spin ... 10.2 kcal/mol
Molecular weight ... 1152.7 g mol⁻¹
HOMO-LUMO gap (alpha / beta) ... 4.722 / 2.743 eV
E_tot ... -192386.031 eV

***

Entry 7:
Here is 2 unconnected molecules or ions with the total composition C5H14S at a distorted geometry from OMol25. Energies are from ωB97M-V/def2-TZVPD.

```
20
Properties=species:S:1:pos:R:3
S -0.88 2.23 -1.87
C -0.37 -1.06 3.07
C 0.27 1.21 -2.86
C 0.95 -0.11 -2.35
C 0.08 -1.96 1.94
C -0.74 1.88 -0.02
H -1.27 -1.42 3.61
H -0.93 -0.26 2.61
H -0.45 -1.63 1.02
H -0.29 -2.97 2.11
H 0.59 -1.14 -2.67
H -0.16 0.85 -3.82
H 0.32 -0.76 3.93
H 0.99 -0.16 -1.25
H 1.05 2.03 -3.09
H 0.02 2.54 0.30
H -0.55 0.77 -0.12
H -1.73 1.99 0.44
H 1.91 -0.13 -2.76
H 1.22 -1.88 1.80
```

Values from the calculation:
SMILES string ... CCSC.CC
E_HOMO ... -8.3 eV
Max |F| ... 3.512 eV/Å
2S+1 ... 1
Energy above the lowest of the compared OMol25 structures with the same formula, charge and spin ... 43.6 kcal/mol
Molecular weight ... 106.2 g mol⁻¹
HOMO-LUMO gap ... 9.179 eV
E_tot ... -16245.409 eV

***

Entry 8:
Here is a molecular structure, C10H19BF8NaO6P2 at a distorted geometry from OMol25. Energies are from ωB97M-V/def2-TZVPD.

```
47
Properties=species:S:1:pos:R:3
P 1.95 -0.41 -1.84
P 1.14 -1.72 -0.15
Na 5.14 -0.99 -0.23
F -1.56 1.07 -2.66
F -0.97 3.18 -2.76
F -3.32 3.66 -2.26
F -0.92 2.58 1.04
F -3.77 1.60 -1.67
F -4.30 3.09 0.33
F -2.56 4.41 0.05
F -2.74 2.63 2.25
O 0.42 -5.09 1.80
O 0.81 -4.67 -0.51
O 3.38 -0.14 2.57
O 1.83 -1.08 -3.16
O 0.60 -2.85 1.06
O -1.43 0.21 0.14
C -2.47 0.77 0.90
C 2.95 0.00 1.23
C -2.91 2.63 -1.49
C 3.12 1.47 0.80
C -0.50 -1.63 -0.99
C -1.47 2.22 -1.95
C 1.46 -0.45 1.13
C -1.60 -1.19 -0.04
C -2.25 2.26 1.04
C -2.99 3.13 -0.02
B 0.56 -4.19 0.77
H 0.86 0.42 0.91
H -3.45 0.55 0.49
H 4.03 1.60 0.21
H -1.56 -1.68 0.92
H -0.76 -2.57 -1.47
H 3.57 -0.65 0.61
H 2.90 0.51 3.09
H 3.35 -0.13 -1.61
H 1.16 -0.83 2.10
H -2.56 -1.40 -0.51
H 2.31 1.80 0.16
H -2.46 0.36 1.92
H 1.26 0.83 -1.84
H 3.17 2.12 1.66
H -0.78 2.05 -1.14
H 2.19 -2.61 -0.47
H 0.02 -4.98 -0.94
H -0.38 -4.98 2.31
H -0.47 -0.90 -1.79
```

Values from the calculation:
E_HOMO ... -12.0 eV
Max |F| ... 1.805 eV/Å
2S+1 ... 1
Net charge ... +1
Molecular weight ... 483.0 g mol⁻¹
HOMO-LUMO gap ... 7.296 eV
E_tot ... -68369.676 eV